DFT (ωB97M-V/def2-TZVPD) results for a 2-piece molecular cluster, C9H14O overall in a non-equilibrium geometry.

Computed properties:
* energy relative to the best compared isomer or geometry (same formula, charge and spin): 60.2 kcal/mol
* SMILES string: Cc1ccc(O)cc1.CC

Geometry as ORCA input:
```
! wB97M-V def2-TZVPD RIJCOSX def2/J DEFGRID3
* xyz 0 1
C -2.72 -2.39 1.51
C -2.10 -1.52 0.47
C -2.20 -0.13 0.39
C -1.38 0.58 -0.50
C -0.35 -0.16 -1.12
O 0.45 0.53 -1.95
C -0.40 -1.56 -1.15
C -1.42 -2.26 -0.57
H -3.46 -2.96 1.04
H -2.94 -1.82 2.51
H -2.10 -3.35 1.77
H -2.74 0.51 1.04
H -1.60 1.61 -0.57
H 1.32 0.79 -1.61
H 0.29 -2.13 -1.85
H -1.50 -3.32 -0.55
C 2.49 2.89 0.54
C 3.21 1.60 -0.09
H 2.95 3.67 0.01
H 1.46 2.89 0.14
H 2.59 2.65 1.58
H 3.01 0.64 0.38
H 2.85 1.48 -1.03
H 4.29 1.78 -0.39
*
```

---

DFT (ωB97M-V/def2-TZVPD) results for a 2-piece molecular cluster, C5H11NO overall.

Computed properties:
* energy relative to the best compared isomer or geometry (same formula, charge and spin): 77.7 kcal/mol

Geometry as ORCA input:
```
! wB97M-V def2-TZVPD RIJCOSX def2/J DEFGRID3
* xyz 0 1
C -1.04 -1.33 -0.97
C -0.20 -0.12 -1.14
C -1.24 0.77 1.58
N 0.95 0.04 -0.52
C 1.56 -0.73 0.42
C 1.70 1.24 -0.84
O 1.35 2.04 -1.66
H -0.97 -1.75 0.04
H -2.09 -1.10 -1.16
H -0.75 -2.13 -1.67
H -0.47 0.67 -1.83
H -1.07 1.78 1.20
H -2.08 0.32 1.05
H -1.47 0.81 2.65
H 1.12 -1.67 0.72
H 2.41 -0.32 0.94
H -0.34 0.17 1.45
H 2.63 1.32 -0.26
*
```

---

DFT (ωB97M-V/def2-TZVPD) results for one molecule with the formula C5H9F in a non-equilibrium geometry.

Computed properties:
* energy relative to the best compared isomer or geometry (same formula, charge and spin): 34.6 kcal/mol
* SMILES string: CC(C)/C=C\F

Geometry as ORCA input:
```
! wB97M-V def2-TZVPD RIJCOSX def2/J DEFGRID3
* xyz 0 1
C -1.69 0.31 -0.20
C -0.15 0.04 -0.25
C 0.20 -1.19 -1.02
C 0.62 0.17 1.12
C 1.70 0.95 1.23
F 1.99 1.87 0.27
H -2.16 -0.62 0.29
H -2.09 1.36 0.14
H -2.12 0.23 -1.21
H 0.32 0.78 -0.96
H 0.20 -2.20 -0.29
H -0.57 -1.34 -1.84
H 1.28 -1.11 -1.36
H 0.19 -0.49 1.91
H 2.28 1.21 2.17
*
```

---

DFT (ωB97M-V/def2-TZVPD) results for a 2-piece molecular cluster, C2H3NS4 overall in a non-equilibrium geometry.

Computed properties:
* energy relative to the best compared isomer or geometry (same formula, charge and spin): 11.8 kcal/mol
* SMILES string: S=c1cnss1.S

Geometry as ORCA input:
```
! wB97M-V def2-TZVPD RIJCOSX def2/J DEFGRID3
* xyz 0 1
S -1.20 2.87 -0.92
C -0.19 1.55 -0.97
C 1.04 1.11 -0.42
N 1.43 -0.07 -0.65
S 0.67 -1.03 -1.68
S -0.68 0.40 -2.26
H 1.60 1.83 0.28
S -0.61 -1.69 2.06
H -0.45 -2.60 3.02
H -1.61 -2.37 1.54
*
```

---

DFT (ωB97M-V/def2-TZVPD) results for C2HF5 as an isolated structure in a non-equilibrium geometry.

Computed properties:
* energy relative to the best compared isomer or geometry (same formula, charge and spin): 108.8 kcal/mol

Geometry as ORCA input:
```
! wB97M-V def2-TZVPD RIJCOSX def2/J DEFGRID3
* xyz 0 1
C 1.60 0.74 0.28
C -0.99 -0.77 -0.24
F 1.27 1.27 1.44
F 1.75 1.65 -0.67
F -1.90 0.12 -0.76
F -0.82 -1.79 -1.04
F -1.46 -1.17 0.92
H 0.53 -0.05 0.08
*
```

---

DFT (ωB97M-V/def2-TZVPD) results for one molecule with the formula C9H17N3O2S in a non-equilibrium geometry.

Computed properties:
* energy relative to the best compared isomer or geometry (same formula, charge and spin): 190.3 kcal/mol
* SMILES string: C=C[C@@H]1[C@H](/C=C/C)N1O[S@](=N)(=O)NCC

Geometry as ORCA input:
```
! wB97M-V def2-TZVPD RIJCOSX def2/J DEFGRID3
* xyz 0 1
C -1.43 3.82 0.48
C -1.22 2.54 0.21
C -1.38 1.97 -1.09
C -1.87 0.56 -1.19
C -2.31 -0.30 -0.11
C -2.26 -1.69 -0.14
C -2.53 -2.53 1.02
N -0.55 0.90 -1.60
O 0.57 0.51 -0.88
S 0.55 -0.60 0.32
N 0.22 -2.01 -0.09
O -0.16 -0.13 1.48
N 2.13 -0.34 0.74
C 3.08 -0.80 -0.27
C 4.44 -0.40 0.15
H -1.46 4.21 1.57
H -1.66 4.49 -0.37
H -0.89 1.85 1.08
H -1.56 2.70 -1.91
H -2.45 0.37 -2.17
H -2.74 0.26 0.67
H -1.81 -2.26 -0.94
H -2.77 -3.55 0.65
H -3.16 -2.16 1.73
H -1.64 -2.63 1.48
H 0.66 -2.21 -0.99
H 2.33 0.58 0.96
H 2.75 -0.28 -1.13
H 2.84 -1.83 -0.47
H 4.54 0.61 0.58
H 4.66 -1.12 0.88
H 5.11 -0.55 -0.66
*
```

---

DFT (ωB97M-V/def2-TZVPD) results for C21H29CrN5O4PS3 as an isolated structure in a non-equilibrium geometry.

Computed properties:
* energy relative to the best compared isomer or geometry (same formula, charge and spin): 29.2 kcal/mol

Geometry as ORCA input:
```
! wB97M-V def2-TZVPD RIJCOSX def2/J DEFGRID3
* xyz -1 5
Cr 0.91 0.58 0.40
C 2.97 4.35 0.98
C 2.71 3.00 0.95
N 1.48 2.50 0.63
C 0.52 3.40 0.29
C 0.67 4.80 0.36
C 1.96 5.28 0.72
C -0.44 5.62 0.04
C -1.64 5.09 -0.36
C -1.80 3.71 -0.52
C -2.97 3.06 -0.97
C -2.97 1.70 -1.12
C -1.82 0.96 -0.81
N -0.73 1.51 -0.35
C -0.69 2.86 -0.21
H 3.97 4.68 1.22
H 3.48 2.28 1.17
H 2.15 6.35 0.76
H -0.32 6.69 0.14
H -2.48 5.75 -0.58
H -3.85 3.65 -1.19
H -3.86 1.18 -1.45
H -1.81 -0.12 -0.91
O 3.02 -1.59 -1.51
S 3.14 -0.21 -1.02
O 1.90 0.57 -1.35
O 4.33 0.46 -1.47
S 3.09 -0.29 1.01
C 1.69 -4.23 -1.40
N 1.44 -3.58 -0.11
C 2.46 -3.83 0.91
C 0.94 -2.37 -0.13
N 0.39 -1.35 -0.03
H 2.48 -3.71 -1.94
H 0.78 -4.20 -2.00
H 1.96 -5.27 -1.21
H 3.44 -3.50 0.56
H 2.47 -4.89 1.14
H 2.22 -3.26 1.81
O -2.44 0.93 2.20
S -1.29 0.15 2.70
N 0.02 0.31 2.00
C -4.63 -1.98 2.13
C -4.25 -2.46 0.73
P -2.41 -2.37 0.46
C -2.43 -2.98 -1.30
C -2.77 -4.44 -1.57
C -1.85 -3.91 1.36
C -1.22 -3.57 2.71
H -5.71 -1.92 2.25
H -4.20 -0.99 2.31
H -4.25 -2.67 2.89
H -4.69 -1.79 -0.01
H -4.63 -3.47 0.55
H -1.44 -2.76 -1.72
H -3.14 -2.33 -1.82
H -2.02 -5.11 -1.15
H -2.82 -4.62 -2.64
H -3.74 -4.71 -1.14
H -1.09 -4.38 0.74
H -2.68 -4.61 1.47
H -0.43 -2.83 2.58
H -0.79 -4.47 3.17
H -1.95 -3.15 3.40
*
```

---

DFT (ωB97M-V/def2-TZVPD) results for H17O9 as an isolated structure in a non-equilibrium geometry.

Computed properties:
* energy relative to the best compared isomer or geometry (same formula, charge and spin): 76.1 kcal/mol

Geometry as ORCA input:
```
! wB97M-V def2-TZVPD RIJCOSX def2/J DEFGRID3
* xyz -1 1
O 1.09 0.78 -0.08
H -1.20 3.37 -1.16
H 0.39 -0.19 -0.03
O -1.50 -0.06 -2.15
H -1.14 0.70 -1.89
O 2.24 2.84 -1.03
H 1.44 2.28 -1.16
H 2.38 2.72 -0.07
O -3.45 1.66 -1.00
H 1.96 0.46 -0.15
H -3.27 1.02 -1.65
O 0.12 -1.44 0.07
H 0.92 -1.72 -0.47
H -3.07 1.47 -0.16
O 2.94 -2.25 1.75
H 1.98 -2.05 1.76
H 3.33 -1.32 1.64
O -1.78 3.21 -0.37
H -1.07 3.06 0.15
H -1.31 -0.85 -1.49
O -0.94 -3.67 0.19
H -0.32 -3.71 0.93
H -0.89 -2.68 0.07
O 0.44 -1.58 2.26
H 0.25 -0.86 2.72
H 0.47 -1.21 1.32
*
```

---

DFT (ωB97M-V/def2-TZVPD) results for a 7-piece molecular cluster, C26H45N3O12 overall in a non-equilibrium geometry.

Computed properties:
* energy relative to the best compared isomer or geometry (same formula, charge and spin): 41.8 kcal/mol
* SMILES string: C[C@H]1COC(=O)O1.C[C@H]1COC(=O)O1.COC(=O)OC.COC(=O)OC.CCCC#N.CCCC#N.CCCC#N

Geometry as ORCA input:
```
! wB97M-V def2-TZVPD RIJCOSX def2/J DEFGRID3
* xyz 0 1
C 12.27 14.94 11.57
C 12.30 14.20 10.19
C 12.79 14.96 8.94
O 14.17 14.63 8.82
C 14.46 13.65 9.64
O 15.49 13.04 9.60
O 13.44 13.34 10.46
H 13.29 15.42 11.84
H 12.04 14.29 12.38
H 11.59 15.71 11.53
H 11.37 13.64 10.02
H 12.71 16.07 9.14
H 12.28 14.65 8.00
C 11.88 8.10 13.89
C 10.91 9.28 14.04
C 11.51 10.65 14.22
O 11.46 11.30 13.04
C 10.78 10.59 12.19
O 10.51 11.02 11.06
O 10.19 9.49 12.87
H 12.91 8.43 13.97
H 11.82 7.80 12.80
H 11.63 7.30 14.57
H 10.12 9.16 14.74
H 12.56 10.54 14.44
H 11.23 11.36 14.96
C 13.79 12.06 6.45
O 12.68 11.35 5.91
C 11.93 11.85 4.86
O 12.19 13.13 4.33
O 10.93 11.10 4.63
C 10.03 11.62 3.58
H 14.05 11.60 7.42
H 13.62 13.10 6.59
H 14.70 11.93 5.85
H 10.51 12.20 2.77
H 9.21 12.16 4.02
H 9.71 10.62 3.18
C 9.23 10.99 7.45
O 8.63 12.16 7.82
C 9.11 13.36 7.51
O 10.33 13.55 6.88
O 8.25 14.32 7.78
C 8.50 15.65 7.29
H 8.94 10.30 8.20
H 10.31 11.21 7.60
H 9.00 10.68 6.40
H 9.32 16.19 7.86
H 7.52 16.12 7.32
H 8.67 15.66 6.21
C 14.96 11.14 12.02
C 15.01 9.70 12.62
C 16.20 8.95 12.27
C 16.00 7.47 12.47
N 15.80 6.35 12.58
H 14.04 11.52 12.18
H 15.17 11.15 10.94
H 15.80 11.74 12.40
H 14.14 9.17 12.20
H 14.81 9.80 13.64
H 17.19 9.14 12.65
H 16.42 9.07 11.20
C 8.80 14.04 11.31
C 7.71 14.97 11.98
C 8.43 16.17 12.72
C 9.27 15.75 13.85
N 9.93 15.46 14.74
H 8.49 13.12 10.71
H 9.49 13.83 12.05
H 9.37 14.57 10.62
H 7.10 14.43 12.79
H 7.04 15.39 11.24
H 7.77 16.76 13.34
H 8.87 16.93 12.01
C 11.32 17.59 5.84
C 12.54 17.32 4.97
C 13.23 16.06 5.65
C 14.33 15.43 4.87
N 15.18 14.89 4.29
H 11.29 17.98 6.88
H 10.68 16.63 5.83
H 10.63 18.31 5.38
H 13.23 18.13 4.73
H 12.28 17.02 3.94
H 12.55 15.22 5.70
H 13.49 16.28 6.67
*
```

---

DFT (ωB97M-V/def2-TZVPD) results for a 2-piece molecular cluster, C8H6N2O overall in a non-equilibrium geometry.

Computed properties:
* energy relative to the best compared isomer or geometry (same formula, charge and spin): 213.7 kcal/mol

Geometry as ORCA input:
```
! wB97M-V def2-TZVPD RIJCOSX def2/J DEFGRID3
* xyz 0 1
C 3.10 -0.53 -0.17
C 3.71 -1.60 -0.46
C -2.36 1.18 -0.33
C -0.96 1.42 -0.01
C -2.78 -0.15 -0.27
C -0.15 0.33 0.13
C -0.66 -0.99 0.15
C 2.43 0.62 -0.11
N -1.95 -1.18 -0.01
N 0.21 -2.04 0.20
O 2.60 1.87 0.13
H -3.10 2.02 -0.54
H -0.72 2.39 -0.02
H -3.69 -0.59 -0.41
H 1.10 -1.91 0.59
H -0.23 -2.82 0.62
H 3.43 1.98 0.51
*
```

---

DFT (ωB97M-V/def2-TZVPD) results for a 13-piece molecular cluster, C41H54N12O3 overall.

Computed properties:
* energy relative to the best compared isomer or geometry (same formula, charge and spin): 0.0 kcal/mol

Geometry as ORCA input:
```
! wB97M-V def2-TZVPD RIJCOSX def2/J DEFGRID3
* xyz 0 1
C 0.90 4.58 4.04
C 0.89 3.19 3.47
C 0.08 2.84 2.39
C 0.12 1.54 1.90
C 0.93 0.55 2.46
C 0.96 -0.85 1.89
C 1.68 -0.79 0.53
C -0.45 -1.45 1.70
C 1.72 0.90 3.56
O 2.52 -0.07 4.13
C 2.54 -0.07 5.55
C 2.85 -1.44 6.05
C 2.65 -2.57 5.38
C 3.01 -3.83 6.09
O 3.54 -4.76 5.55
C 2.72 -3.81 7.55
C 2.91 -2.68 8.22
C 3.41 -1.53 7.43
O 4.24 -0.76 7.83
C 1.71 2.21 4.04
H 1.74 5.17 3.67
H -0.05 5.06 3.82
H 0.99 4.52 5.13
H -0.56 3.60 1.96
H -0.51 1.28 1.06
H 1.49 -1.51 2.56
H 1.21 -0.02 -0.07
H 2.72 -0.49 0.68
H 1.64 -1.74 0.02
H -0.46 -2.06 0.81
H -0.70 -2.10 2.54
H -1.20 -0.67 1.59
H 3.28 0.63 5.93
H 1.56 0.21 5.94
H 2.24 -2.58 4.39
H 2.34 -4.69 8.05
H 2.71 -2.58 9.28
H 2.33 2.48 4.88
C 4.46 1.98 1.14
C 3.55 2.92 0.51
N 2.84 3.67 0.02
H 3.92 1.34 1.84
H 4.94 1.34 0.40
H 5.24 2.50 1.69
C -3.38 -3.42 -0.60
C -2.38 -2.45 -1.01
N -1.60 -1.67 -1.33
H -3.74 -3.21 0.40
H -4.23 -3.40 -1.28
H -2.96 -4.43 -0.61
C 7.14 0.03 7.40
C 8.05 1.13 7.15
N 8.77 2.00 6.95
H 6.88 -0.04 8.46
H 6.21 0.15 6.85
H 7.58 -0.92 7.11
C -2.34 0.75 -4.46
C -3.59 0.30 -3.87
N -4.58 -0.07 -3.42
H -2.52 1.50 -5.23
H -1.67 1.18 -3.72
H -1.82 -0.09 -4.94
C -4.66 -3.09 -5.59
C -3.63 -2.26 -6.18
N -2.85 -1.55 -6.63
H -4.90 -2.74 -4.59
H -5.58 -3.07 -6.18
H -4.35 -4.13 -5.51
C 10.02 -3.19 8.01
C 8.83 -2.77 8.74
N 7.90 -2.42 9.31
H 10.38 -4.14 8.40
H 9.81 -3.32 6.95
H 10.82 -2.46 8.11
C -8.72 -2.74 -4.10
C -7.78 -3.84 -4.22
N -7.03 -4.71 -4.32
H -9.20 -2.75 -3.12
H -8.22 -1.78 -4.22
H -9.50 -2.81 -4.85
C 4.52 2.64 -3.33
C 5.61 1.68 -3.37
N 6.47 0.92 -3.41
H 3.88 2.48 -2.46
H 4.89 3.66 -3.27
H 3.89 2.58 -4.21
C -11.86 -5.31 -5.74
C -11.90 -3.85 -5.67
N -11.93 -2.71 -5.62
H -12.58 -5.74 -5.05
H -12.10 -5.65 -6.74
H -10.87 -5.68 -5.48
C -4.10 4.59 -3.58
C -2.92 4.34 -4.40
N -2.00 4.13 -5.04
H -4.96 4.03 -3.96
H -3.94 4.30 -2.55
H -4.36 5.65 -3.59
C 4.66 4.48 -7.58
C 3.72 4.20 -6.52
N 2.97 3.98 -5.67
H 5.40 3.69 -7.66
H 4.15 4.57 -8.54
H 5.19 5.42 -7.39
C -6.16 3.11 -7.24
C -6.52 3.05 -5.83
N -6.79 3.00 -4.71
H -5.13 3.45 -7.36
H -6.24 2.13 -7.70
H -6.81 3.79 -7.77
*
```

---

DFT (ωB97M-V/def2-TZVPD) results for C16H33ClP2Pd as an isolated structure in a non-equilibrium geometry.

Computed properties:
* energy relative to the best compared isomer or geometry (same formula, charge and spin): 0.0 kcal/mol

Geometry as ORCA input:
```
! wB97M-V def2-TZVPD RIJCOSX def2/J DEFGRID3
* xyz 2 5
P 0.27 0.28 -0.93
P 1.76 3.06 -0.94
C 0.06 1.50 -2.35
C 1.35 2.28 -2.56
H -0.75 2.16 -2.00
H -0.31 0.96 -3.24
H 2.18 1.59 -2.90
H 1.26 3.11 -3.29
C 0.30 4.17 -0.78
H 0.68 5.18 -0.55
H -0.34 3.84 0.06
H -0.30 4.22 -1.70
C 3.18 4.17 -1.30
H 2.80 5.05 -1.86
H 3.89 3.64 -1.97
H 3.72 4.48 -0.39
C -1.01 -0.91 -1.54
H -0.96 -1.89 -1.02
H -0.79 -1.04 -2.62
H -2.03 -0.49 -1.43
C 1.67 -0.89 -1.17
H 2.45 -0.76 -0.41
H 2.03 -0.66 -2.17
H 1.32 -1.93 -1.10
Pd 1.36 1.44 0.47
C -2.59 -1.47 1.63
C -3.19 -1.77 0.47
C -3.15 -3.06 -0.32
C -2.41 -4.22 0.39
C -0.94 -4.06 0.21
C -0.05 -3.37 0.96
C -0.36 -2.40 2.07
C -1.83 -2.37 2.54
C 2.76 0.89 1.93
H -2.61 -0.42 1.99
H -3.82 -0.98 0.02
H -2.72 -2.95 -1.33
H -4.18 -3.39 -0.48
H -2.71 -4.31 1.43
H -2.71 -5.16 -0.09
H -0.53 -4.61 -0.64
H 1.02 -3.58 0.75
H -0.05 -1.38 1.77
H 0.28 -2.64 2.93
H -2.24 -3.36 2.73
H -1.83 -1.89 3.52
H 3.20 1.86 2.23
H 3.47 0.20 1.48
H 2.18 0.43 2.73
Cl -1.19 2.51 2.08
C 0.56 2.73 1.99
H 0.80 3.78 1.75
H 1.02 2.44 2.95
*
```